Run w
9
Properties=species:S:1:pos:R:3:lowdin_charge:R:1 method="wB97M-V/def2-TZVPD" multiplicity=1 total_charge=0 homo_energy_ev=-10.50 orbital_gap_ev=10.648 lumo_energy_ev=0.14 mol_weight_g_mol=110.1
C -0.79339 0.43622 -0.03999 -0.159
C 0.02755 -0.75735 -0.47001 -0.488
O 1.75769 1.22873 0.07214 -0.305
O 1.00473 -0.26028 1.94100 -0.271
F -0.28396 -1.88386 0.02433 0.064
S 0.79862 0.32139 0.64184 0.707
H -0.83495 1.23628 -0.84466 0.132
H -1.61539 0.54833 0.56552 0.074
H -0.06089 -0.86947 -1.89019 0.245

=====

Run x
9
Properties=species:S:1:pos:R:3:lowdin_charge:R:1 method="wB97M-V/def2-TZVPD" multiplicity=1 total_charge=0 homo_energy_ev=-9.04 orbital_gap_ev=9.387 lumo_energy_ev=0.35 mol_weight_g_mol=110.1 smiles="C=C=O.OSF"
C 2.18340 0.80153 -0.76291 -0.012
C 1.20173 0.70027 -1.56921 -0.297
O 0.24677 0.50054 -2.24099 0.141
H 2.50533 -0.15284 -0.38564 0.062
H 2.71921 1.80153 -0.53586 0.108
O -1.89745 -0.58754 3.86465 -0.500
S -1.72932 0.21111 2.51162 0.860
F -3.28658 0.51216 2.08209 -0.471
H -2.12643 -1.58877 3.84854 0.109

=====

Run y
9
Properties=species:S:1:pos:R:3:lowdin_charge:R:1 method="wB97M-V/def2-TZVPD" multiplicity=1 total_charge=0 homo_energy_ev=-9.35 orbital_gap_ev=9.467 lumo_energy_ev=0.12 mol_weight_g_mol=110.1 smiles="C=C=O.OSF"
C -0.89317 -0.25692 -0.77157 0.009
C 0.00284 -1.19926 -0.77515 -0.274
O 0.84439 -2.01302 -0.79960 0.156
H -0.54291 0.67402 -0.33803 0.021
H -1.87342 -0.52739 -1.04544 0.049
O 2.55137 3.16056 0.26935 -0.504
S 0.97232 3.09690 0.64768 0.875
F 0.43195 4.53156 0.02536 -0.469
H 3.05559 3.92277 0.83913 0.137

=====

Of them, the most stable is run y and the least stable is run w.

=====

Run w
39
Properties=species:S:1:pos:R:3:lowdin_charge:R:1 method="wB97M-V/def2-TZVPD" multiplicity=2 total_charge=+1 homo_energy_ev="-13.28 / -13.18" orbital_gap_ev="9.798 / 3.162" lumo_energy_ev="-3.48 / -10.01" mol_weight_g_mol=234.2
O -0.13565 -0.07899 -0.09586 -0.037
H 0.81523 0.03086 -0.09531 0.002
H -0.26875 -1.01738 -0.22975 -0.004
O 1.05801 -2.00211 2.16985 -0.031
H 1.48076 -2.71503 1.69104 0.052
H 1.45947 -2.02524 3.03849 0.053
O 0.29407 3.02087 0.87702 -0.016
H 0.40920 3.95820 1.03320 0.095
H 1.09594 2.62117 1.21388 0.043
O -2.15945 -2.65614 -1.80881 -0.023
H -1.35028 -2.98208 -1.41483 0.018
H -2.49151 -3.39397 -2.32027 0.076
O -2.75824 0.56106 -2.31565 -0.007
H -2.36160 -0.15755 -2.80812 0.047
H -2.02122 0.98862 -1.87951 0.013
O -1.49068 -0.49081 2.76539 0.101
H -0.88728 -0.92544 2.16270 0.021
H -0.94663 -0.24413 3.51333 0.077
O 0.54187 -2.52868 -0.90957 -0.035
H 0.56048 -2.34741 -1.84926 0.055
H 1.35082 -3.01230 -0.74238 0.074
O -0.25200 2.84384 -1.79586 -0.035
H -0.26547 2.47923 -0.91093 -0.029
H 0.67678 2.97262 -1.98824 0.034
O 3.43918 -0.18515 2.37561 -0.052
H 2.60038 -0.31433 2.81826 0.002
H 3.21754 0.29180 1.57586 -0.046
O -3.33804 -0.99033 -0.03433 -0.056
H -3.53645 -0.28024 -0.64478 0.000
H -2.94508 -1.67232 -0.57905 -0.030
O 2.68736 1.21872 0.28564 -0.014
H 3.37273 1.26906 -0.38067 0.090
H 2.75255 2.04753 0.76005 0.063
O -2.31759 2.13192 1.53370 0.345
H -2.44024 1.18309 1.56445 0.072
H -1.42404 2.24804 1.21071 0.050
O 1.58604 -0.21399 -2.68298 -0.026
H 1.45499 0.68726 -2.38834 0.011
H 2.53678 -0.32027 -2.71468 0.046

=====

Run x
39
Properties=species:S:1:pos:R:3:lowdin_charge:R:1 method="wB97M-V/def2-TZVPD" multiplicity=2 total_charge=+1 homo_energy_ev="-13.01 / -12.92" orbital_gap_ev="9.797 / 2.322" lumo_energy_ev="-3.22 / -10.60" mol_weight_g_mol=234.2
O 21.08691 -5.12401 -0.01591 -0.036
H 20.99019 -6.03294 0.26818 0.048
H 21.95928 -4.86999 0.28520 0.052
O 21.88670 -2.63928 -2.23512 -0.055
H 21.37367 -1.98509 -2.70953 -0.030
H 22.42683 -2.12916 -1.63157 0.008
O 15.97333 -1.50777 1.25408 0.371
H 16.21141 -1.33178 0.34383 0.064
H 16.15263 -2.44047 1.37302 0.060
O 18.52196 0.48801 1.84216 0.094
H 18.95163 -0.24700 2.27961 0.033
H 17.71929 0.62997 2.34396 0.081
O 22.40941 -1.78248 0.88435 -0.032
H 21.50911 -1.48626 0.75039 -0.005
H 22.94669 -1.12454 0.44311 0.051
O 18.57299 0.67660 -0.96592 -0.024
H 17.64365 0.44768 -0.95393 -0.015
H 18.87489 0.50114 -0.07469 0.001
O 20.07343 -1.96899 2.89139 -0.038
H 19.96924 -2.39929 2.04273 -0.008
H 20.91765 -1.52182 2.83170 0.039
O 20.36236 -0.62653 -2.95438 -0.040
H 20.45681 0.32389 -3.01776 0.065
H 19.51960 -0.75545 -2.51921 -0.010
O 16.00879 -0.24959 -1.27873 -0.022
H 16.49251 -0.63536 -2.00909 0.038
H 15.10091 -0.22091 -1.58064 0.091
O 17.09135 -3.97125 1.34421 0.004
H 17.62280 -3.79340 0.56821 0.032
H 17.72430 -4.03268 2.05964 0.078
O 19.40534 -2.16997 0.06495 -0.030
H 19.59515 -2.99242 -0.38647 0.024
H 18.88224 -1.66824 -0.56024 0.001
O 17.88215 -2.25274 -2.49153 -0.039
H 18.18694 -3.15474 -2.39296 0.000
H 17.32040 -2.27255 -3.26631 0.072
O 18.83172 -4.85046 -2.06196 -0.023
H 19.72004 -5.10745 -1.81482 0.034
H 18.28072 -5.57393 -1.76327 0.065

=====

Of them, the most stable is run x and the least stable is run w.

=====

Run w
7
Properties=species:S:1:pos:R:3:lowdin_charge:R:1 method="wB97M-V/def2-TZVPD" multiplicity=1 total_charge=0 homo_energy_ev=-10.24 orbital_gap_ev=10.871 lumo_energy_ev=0.63 mol_weight_g_mol=122.9 smiles=Br[C@H]1CO1
Br 2.78544 0.04465 -0.03444 0.509
C 0.81649 -0.30440 0.55551 -0.594
C -0.16386 -0.21310 -0.50899 -0.209
O 0.31443 -1.43731 -0.03534 -0.058
H 0.74713 -0.03521 1.71708 0.148
H -1.15102 0.04623 -0.39303 0.077
H 0.06445 0.18353 -1.53952 0.129

=====

Run x
7
Properties=species:S:1:pos:R:3:lowdin_charge:R:1 method="wB97M-V/def2-TZVPD" multiplicity=1 total_charge=0 homo_energy_ev="-8.34 / -10.68" orbital_gap_ev="8.357 / 10.316" lumo_energy_ev="0.01 / -0.37" mol_weight_g_mol=122.9
C -0.23401 -0.59171 0.52894 -0.145
C -1.37102 -0.46068 -0.35164 -0.717
O -0.93842 -1.68096 -0.12961 -0.032
Br -3.17565 0.29005 -0.17405 0.583
H 0.84229 -0.31164 0.22586 0.136
H -0.55132 -0.56482 1.54334 0.090
H -0.33657 2.40179 -0.59265 0.085

=====

Of them, the most stable is run w and the least stable is run x.

=====

Run w
14
Properties=species:S:1:pos:R:3:lowdin_charge:R:1 method="wB97M-V/def2-TZVPD" multiplicity=1 total_charge=0 homo_energy_ev=-7.80 orbital_gap_ev=7.687 lumo_energy_ev=-0.12 mol_weight_g_mol=193.6 smiles="Cl[SiH](Cl)Cl.CC=[SiH2]"
Cl 4.95102 -0.90461 -0.27530 0.265
Si 3.28027 0.06405 0.34147 -0.880
Cl 3.52685 1.99957 0.17429 0.343
Cl 1.71685 -0.49974 -0.65566 0.365
H 3.00989 -0.42834 1.68254 -0.063
C -2.03901 0.59913 -1.27124 -0.223
C -1.50765 0.40383 0.11561 -0.462
Si -1.69764 -0.95927 1.20204 0.722
H -1.60449 -0.03036 -2.09817 0.074
H -3.10579 0.28622 -1.41527 0.072
H -1.96772 1.55582 -1.70591 0.039
H -0.78165 1.00154 0.49397 -0.048
H -1.90135 -0.71163 2.65990 -0.099
H -1.87960 -2.37620 0.75173 -0.104

=====

Run x
14
Properties=species:S:1:pos:R:3:lowdin_charge:R:1 method="wB97M-V/def2-TZVPD" multiplicity=1 total_charge=0 homo_energy_ev=-8.21 orbital_gap_ev=8.047 lumo_energy_ev=-0.16 mol_weight_g_mol=193.6
C 1.01028 -0.37460 -2.58804 -0.359
C -0.16706 0.06408 2.70917 -0.267
Si 0.29088 0.74365 -1.32191 0.212
Si -1.22982 -0.47636 1.20882 -0.310
Cl 1.95678 1.53381 -0.30783 0.145
Cl -2.98894 0.41201 1.21881 0.301
Cl -1.63923 -2.47210 0.89888 0.206
H 1.04319 -1.51537 -2.31750 0.073
H 0.34057 -0.47319 -3.49708 0.039
H 1.88592 -0.07099 -3.06264 -0.016
H 0.35344 -0.62322 3.48072 0.073
H 0.56214 0.68474 2.15556 -0.021
H -0.77603 0.64406 3.31563 -0.027
H -0.64212 1.92347 -1.89258 -0.048

=====

Of them, the most stable is run x and the least stable is run w.